Record 1
{
  "formula": "CH2Cl2O3",
  "method": "ωB97M-V with the def2-TZVPD basis set",
  "max_force_ha_per_bohr": 0.1248,
  "multiplicity": 3,
  "s_squared": 2.0112,
  "orbital_gap_ev": [5.14, 7.83],
  "e_lumo_ev": [-0.572, -1.798],
  "species": ["Cl", "Cl", "O", "O", "O", "C", "H", "H"],
  "coordinates": [[-2.662, -1.290, 0.208], [1.735, -2.200, 0.219], [-1.518, -0.435, -0.622], [0.356, -1.785, -0.597], [0.455, 0.657, -0.434], [-0.353, -0.260, -0.029], [-0.440, -0.439, 1.075], [0.242, 0.879, -1.404]],
  "forces_ev_per_angstrom": [[-0.3, -0.4, 0.5], [5.3, -1.8, 3.1], [-1.5, 1.8, -2.0], [-5.2, 3.1, -2.1], [-0.3, 2.0, -2.5], [0.7, -4.7, 2.1], [0.8, 0.4, -1.0], [0.6, -0.5, 1.8]]
}

Record 2
{
  "formula": "C10H27NO6Zn",
  "method": "ωB97M-V with the def2-TZVPD basis set",
  "charge": 2,
  "max_force_ha_per_bohr": 0.0176,
  "orbital_gap_ev": 10.55,
  "e_lumo_ev": -5.526,
  "species": ["Zn", "O", "O", "O", "O", "O", "O", "N", "C", "C", "C", "C", "C", "C", "C", "C", "C", "C", "H", "H", "H", "H", "H", "H", "H", "H", "H", "H", "H", "H", "H", "H", "H", "H", "H", "H", "H", "H", "H", "H", "H", "H", "H", "H", "H"],
  "coordinates": [[-0.580, -0.446, -0.095], [1.729, 1.985, 1.221], [-0.367, -0.058, 1.934], [1.406, -1.198, 0.410], [-1.476, -2.392, 0.411], [-2.678, 0.084, 0.024], [-0.205, -1.159, -1.968], [-0.153, 1.421, -1.052], [-2.728, -2.065, 1.112], [1.651, 2.728, 0.027], [0.627, -0.823, 2.629], [-0.161, -0.126, -2.974], [2.264, 2.753, 2.293], [0.207, -2.444, -2.465], [-3.478, -1.129, 0.235], [-0.744, 1.146, -2.386], [1.281, 1.809, -1.121], [1.857, -1.013, 1.765], [1.925, 0.928, -1.072], [-0.456, 0.831, 2.294], [2.585, 3.262, -0.183], [1.507, 2.319, -2.063], [-3.623, -1.593, -0.742], [0.864, -0.371, 3.589], [2.410, -1.885, 2.119], [1.198, -2.364, -2.909], [-0.544, 1.953, -3.097], [-0.514, -2.807, -3.198], [-0.728, -0.423, -3.858], [1.545, 3.498, 2.647], [-3.279, 0.787, -0.240], [0.169, -1.789, 2.859], [-1.156, -3.212, 0.803], [0.207, -3.137, -1.628], [-4.444, -0.876, 0.667], [3.183, 3.262, 1.990], [2.536, -0.161, 1.821], [0.894, 3.536, 0.117], [-0.611, 2.239, -0.659], [-2.472, -1.640, 2.078], [2.502, 2.070, 3.106], [2.122, -1.585, -0.104], [-1.818, 1.041, -2.255], [-3.337, -2.965, 1.186], [0.884, 0.012, -3.266]],
  "forces_ev_per_angstrom": [[0.5, 0.2, 0.2], [0.0, 0.0, -0.1], [-0.3, 0.0, 0.1], [0.1, -0.2, 0.3], [-0.7, 0.4, 0.4], [-0.3, -0.8, 0.4], [-0.3, 0.2, -0.6], [0.2, -0.1, -0.2], [0.4, -0.4, -0.4], [-0.4, 0.5, -0.1], [0.0, -0.5, 0.2], [0.2, 0.0, 0.2], [0.1, 0.2, 0.2], [-0.2, -0.1, 0.1], [0.1, 0.5, -0.6], [0.3, -0.1, -0.1], [0.5, 0.1, 0.1], [0.4, 0.2, 0.4], [-0.1, 0.0, 0.0], [0.2, 0.1, -0.1], [0.1, -0.3, 0.0], [-0.2, 0.0, 0.0], [-0.1, 0.0, 0.0], [0.1, 0.2, -0.1], [-0.1, -0.1, -0.1], [0.0, 0.0, 0.0], [-0.1, 0.1, 0.1], [0.1, 0.1, -0.1], [0.0, -0.1, 0.1], [0.0, 0.0, 0.0], [0.2, 0.2, -0.1], [0.0, 0.1, -0.1], [0.4, 0.1, -0.1], [0.1, 0.1, 0.1], [0.0, 0.1, 0.1], [0.0, 0.0, 0.0], [-0.2, 0.1, -0.2], [0.1, -0.2, 0.0], [-0.3, -0.2, 0.0], [-0.2, 0.0, 0.1], [0.0, 0.0, 0.0], [-0.1, 0.0, -0.2], [-0.1, 0.0, -0.1], [0.1, 0.0, 0.3], [0.0, 0.0, 0.0]]
}

Record 3
{
  "formula": "C6H13N2OP",
  "method": "ωB97M-V with the def2-TZVPD basis set",
  "max_force_ha_per_bohr": 0.0896,
  "orbital_gap_ev": 9.32,
  "e_lumo_ev": 0.615,
  "smiles": "CCN(CC)P(C#N)OC",
  "species": ["P", "O", "N", "N", "C", "C", "C", "C", "C", "C", "H", "H", "H", "H", "H", "H", "H", "H", "H", "H", "H", "H", "H"],
  "coordinates": [[1.585, -0.312, 0.736], [2.273, 0.230, -0.606], [-0.164, 0.219, 0.320], [1.431, -3.170, -0.061], [-1.937, -0.381, 1.976], [-1.370, -0.863, -1.584], [-0.480, 0.291, -1.137], [-1.109, 0.652, 1.286], [1.560, -2.034, 0.158], [2.986, 1.455, -0.574], [2.318, 2.162, -0.072], [-0.981, -1.299, -2.531], [-2.130, -1.274, 1.275], [-2.442, -0.624, -1.684], [-1.071, 1.237, -1.342], [4.089, 1.352, -0.178], [-2.889, 0.174, 2.319], [-0.600, 1.206, 2.086], [3.152, 1.812, -1.574], [0.346, 0.164, -1.714], [-1.463, -0.796, 2.898], [-1.410, -1.663, -0.870], [-1.694, 1.464, 0.872]],
  "forces_ev_per_angstrom": [[-3.6, 1.0, -0.1], [1.3, -0.4, -0.8], [4.0, -0.9, -1.2], [0.3, 1.5, 0.3], [-1.9, -1.2, 0.3], [-0.9, -0.6, -0.8], [-3.9, 0.1, 2.5], [1.0, 1.2, 1.0], [-0.6, -1.5, -0.3], [1.5, 0.2, 0.8], [0.8, 0.4, 0.3], [-0.5, 0.3, 0.5], [-0.2, 1.4, 1.1], [0.4, 0.3, -0.3], [1.2, -0.7, 0.2], [-2.3, 0.1, 0.0], [1.1, -1.4, -0.5], [0.4, -0.1, 0.0], [-0.3, -0.1, -0.6], [2.7, 0.6, -1.2], [-0.2, 0.3, -0.8], [0.5, -0.5, 0.4], [-0.5, -0.1, -0.6]]
}

Record 4
{
  "formula": "C2H12N2O4",
  "method": "ωB97M-V with the def2-TZVPD basis set",
  "charge": 1,
  "max_force_ha_per_bohr": 0.0438,
  "multiplicity": 2,
  "s_squared": 0.7599,
  "orbital_gap_ev": [11.40, 6.54],
  "e_lumo_ev": [-3.442, -8.297],
  "species": ["O", "O", "O", "O", "N", "N", "C", "C", "H", "H", "H", "H", "H", "H", "H", "H", "H", "H", "H", "H"],
  "coordinates": [[1.233, 2.981, -0.306], [-1.993, 1.804, 0.938], [0.738, -0.188, 2.126], [1.389, -1.985, -0.152], [-1.533, -0.845, 0.136], [0.195, -0.605, -1.470], [1.428, -1.175, -1.041], [-1.119, -1.346, -1.141], [-2.371, 1.609, 1.810], [2.366, -0.934, -1.505], [-0.789, -2.378, -1.277], [1.802, 2.346, 0.158], [-0.974, -1.251, 0.877], [0.762, 3.340, 0.457], [-1.808, -1.001, -1.886], [-2.163, 2.751, 0.868], [0.763, -1.023, 1.650], [-0.089, 0.012, 2.572], [0.091, 0.415, -1.553], [-1.622, 0.181, 0.230]],
  "forces_ev_per_angstrom": [[0.0, -0.6, 0.6], [-0.3, 0.0, 0.7], [0.4, 0.7, -0.3], [0.1, -0.2, -0.1], [1.9, -0.6, -0.6], [-0.9, 0.4, 0.6], [-1.4, -0.6, 1.4], [1.5, 1.1, -1.3], [0.0, -0.1, -0.2], [0.2, 0.8, -0.8], [-0.9, -0.1, 0.8], [0.1, 0.2, -0.4], [-0.3, 0.0, 0.4], [-0.2, 0.3, -0.2], [-0.4, -0.2, -0.4], [0.1, 0.0, -0.4], [-0.2, -0.2, 0.5], [0.0, -0.5, 0.0], [0.5, -0.4, -0.3], [-0.5, 0.0, 0.0]]
}

Record 5
{
  "formula": "C31H31BrCrNO4S",
  "method": "ωB97M-V with the def2-TZVPD basis set",
  "max_force_ha_per_bohr": 0.0212,
  "multiplicity": 2,
  "s_squared": 0.7608,
  "orbital_gap_ev": [7.03, 7.65],
  "e_lumo_ev": [-1.063, -0.484],
  "species": ["Br", "Cr", "S", "O", "O", "O", "O", "N", "C", "C", "C", "C", "C", "C", "C", "C", "C", "C", "C", "C", "C", "C", "C", "C", "C", "C", "C", "C", "C", "C", "C", "C", "C", "C", "C", "C", "C", "C", "C", "H", "H", "H", "H", "H", "H", "H", "H", "H", "H", "H", "H", "H", "H", "H", "H", "H", "H", "H", "H", "H", "H", "H", "H", "H", "H", "H", "H", "H", "H", "H"],
  "coordinates": [[-1.973, 4.260, -3.054], [0.334, -0.867, -0.556], [2.053, -2.545, -1.019], [-0.821, 0.792, -0.477], [1.904, 0.365, -0.709], [1.100, -0.093, 1.248], [-0.258, 1.756, -2.441], [0.277, -1.419, -2.457], [-1.028, 5.589, 0.726], [1.934, 0.551, 0.551], [-0.893, -4.180, -1.149], [1.417, -2.132, -2.568], [-2.920, -2.113, -1.719], [-0.538, -3.097, 1.097], [3.772, 2.638, 3.081], [0.132, -1.201, -4.813], [-0.876, 3.139, -0.615], [1.325, -1.922, -4.939], [-2.464, -1.141, 0.553], [-0.064, -2.053, 3.347], [0.326, -4.278, 1.460], [-1.153, -3.064, -0.169], [-0.596, 4.460, 1.401], [-0.538, 3.247, 0.732], [-1.954, 0.036, 2.731], [-3.609, -0.198, 0.299], [-2.119, -2.080, -0.440], [4.691, 3.080, 0.898], [-1.340, 4.283, -1.268], [3.801, 2.176, 0.337], [-1.417, 5.497, -0.603], [2.882, 1.732, 2.524], [-0.605, 1.807, -1.275], [1.983, -2.382, -3.822], [-1.754, -1.096, 1.754], [2.899, 1.503, 1.152], [-0.797, -2.081, 2.030], [4.676, 3.311, 2.268], [-0.344, -0.939, -3.555], [-1.076, 6.546, 1.232], [0.890, -2.572, 3.289], [-1.230, -0.348, -3.388], [5.374, 4.015, 2.704], [3.761, 2.822, 4.149], [-3.216, -1.112, -2.030], [-0.662, -2.516, 4.138], [3.786, 1.990, -0.729], [-1.610, -4.993, -0.993], [-0.990, -3.851, -2.180], [1.742, -2.109, -5.922], [5.394, 3.609, 0.265], [-0.305, 4.521, 2.444], [0.413, -4.392, 2.537], [-2.426, -0.298, 3.660], [-4.401, -0.694, -0.261], [-2.548, 0.837, 2.304], [-1.790, 6.366, -1.128], [-3.274, 0.671, -0.275], [-0.229, 2.347, 1.248], [0.110, -4.579, -1.032], [2.915, -2.927, -3.883], [-0.388, -0.815, -5.678], [2.169, 1.197, 3.138], [-4.045, 0.157, 1.228], [0.149, -1.031, 3.645], [-3.831, -2.701, -1.574], [-2.371, -2.565, -2.540], [-0.985, 0.467, 2.983], [-0.106, -5.198, 1.067], [1.333, -4.185, 1.042]],
  "forces_ev_per_angstrom": [[0.0, -0.1, 0.0], [0.3, 0.0, 0.8], [-0.2, 0.4, 0.1], [0.7, -0.3, -0.7], [-0.3, 0.0, 0.2], [0.2, -0.2, 0.0], [0.1, -0.2, 0.2], [0.0, 0.4, -0.8], [0.0, 0.1, 0.0], [-0.1, 0.1, -0.1], [0.0, 0.0, 0.0], [-0.1, 0.1, 0.0], [0.1, 0.0, 0.0], [0.0, 0.1, 0.0], [0.0, 0.0, 0.0], [0.1, 0.0, -0.1], [0.2, 0.0, 0.1], [0.0, 0.0, 0.0], [-0.1, 0.0, 0.0], [0.0, 0.0, -0.1], [0.0, 0.0, 0.0], [-0.1, 0.0, 0.0], [0.0, -0.1, 0.0], [0.0, 0.1, 0.1], [0.0, -0.1, -0.1], [0.0, 0.0, 0.0], [-0.1, 0.1, 0.1], [0.0, 0.0, 0.0], [0.1, -0.1, 0.1], [0.0, 0.1, 0.0], [0.0, 0.0, 0.1], [0.0, 0.0, 0.0], [-0.7, 0.0, -0.1], [-0.1, -0.1, -0.1], [0.0, 0.0, 0.1], [-0.1, -0.1, 0.0], [0.0, -0.1, 0.1], [0.0, 0.0, 0.0], [0.0, -0.2, 0.2], [0.0, 0.0, 0.0], [0.0, 0.0, 0.0], [0.0, 0.1, 0.0], [0.0, 0.0, 0.0], [0.0, 0.0, 0.0], [0.0, 0.0, 0.0], [0.0, 0.0, 0.0], [0.0, 0.0, 0.0], [0.0, 0.0, 0.0], [0.0, 0.0, 0.0], [0.0, 0.0, 0.0], [0.0, 0.0, 0.0], [0.0, 0.0, -0.1], [0.0, 0.0, 0.0], [0.0, 0.0, 0.0], [0.0, 0.0, 0.0], [0.0, 0.0, 0.0], [0.0, 0.0, 0.0], [0.0, 0.0, 0.0], [0.1, 0.0, 0.0], [0.0, 0.0, 0.0], [0.0, 0.0, 0.0], [0.0, 0.0, 0.0], [0.0, 0.0, 0.0], [0.0, 0.0, 0.0], [0.0, 0.0, 0.0], [0.0, 0.0, 0.0], [0.0, 0.0, 0.0], [0.0, 0.0, 0.0], [0.0, 0.0, 0.0], [0.0, 0.0, 0.0]]
}

| no. | E_tot (eV) |
| --- | --- |
| 1 | -32248.56115 |
| 2 | -72986.67275 |
| 3 | -20747.61261 |
| 4 | -13429.63984 |
| 5 | -151631.84901 |